The following is a quantum chemistry calculation of 8 unconnected molecules or ions with the total composition C18H33Cl9O9, from the Open Molecules 2025 dataset.

```
69
Properties=species:S:1:pos:R:3:forces:R:3:mulliken_charge:R:1
C 2.17017 4.00237 1.30272 -0.23 0.23 0.63 -0.2048
O 1.11141 4.92770 1.63395 1.42 -0.24 -2.17 -0.3522
C 0.55205 4.83781 2.79376 0.35 -1.13 -0.01 0.8427
O 0.56184 3.90061 3.53318 0.50 -1.65 0.95 -0.5081
O -0.05416 5.94021 3.00925 -1.45 2.60 1.04 -0.3564
C -0.70147 6.01657 4.28306 -0.36 -0.63 0.11 -0.5114
H 2.38622 4.18998 0.26447 0.09 -0.11 -0.20 -0.1066
H 1.88225 2.97012 1.49072 -0.15 0.09 -0.08 0.1227
H 3.04076 4.24667 1.91547 -0.01 -0.06 -0.09 0.3739
H -0.01852 6.33973 5.06744 0.08 0.31 -0.21 0.2849
H -1.03431 5.01419 4.56597 -0.20 0.25 -0.06 0.1779
H -1.53892 6.68095 4.13667 -0.08 0.26 0.21 0.2333
C -6.01527 -5.83736 -2.42650 -0.45 -0.88 -0.13 -0.7065
O -5.15127 -4.78403 -2.07042 0.31 0.27 0.90 -0.3048
C -4.50322 -4.22326 -3.06651 0.63 0.51 -0.42 0.7419
O -4.66194 -4.46946 -4.22556 -0.09 0.06 -0.55 -0.5523
O -3.59994 -3.35773 -2.56564 -0.49 0.15 1.09 -0.1087
C -3.14155 -2.30997 -3.38132 0.25 0.46 -1.97 -0.7753
H -6.81358 -5.49826 -3.08107 0.01 0.07 -0.07 0.3067
H -6.43323 -6.22574 -1.50342 -0.03 0.16 0.11 0.2497
H -5.47196 -6.65118 -2.90868 0.05 0.14 -0.13 0.3172
H -3.83350 -1.47346 -3.52138 -0.38 -0.30 0.52 0.3360
H -2.96110 -2.67567 -4.39703 0.06 -0.12 0.08 0.3921
H -2.20652 -1.87891 -3.03684 -0.01 -0.44 0.58 0.1108
Cl -3.87972 1.03919 0.93367 -0.01 -0.06 0.10 -0.1252
C -2.67017 2.03753 1.73671 0.06 0.13 -0.18 0.5480
Cl -3.39867 3.20801 2.81737 -0.20 0.28 -0.12 -0.1261
Cl -1.62648 2.79909 0.52708 0.01 0.15 0.12 -0.0618
H -2.04289 1.42487 2.35514 0.19 -0.36 0.12 -0.2539
Cl 0.82546 -2.34053 0.29104 -0.21 -0.11 0.28 -0.1409
C 0.22346 -0.69419 0.34684 0.74 0.54 -0.83 0.1000
Cl -0.56607 -0.26594 -1.18116 -0.33 -0.25 0.07 -0.1104
Cl 1.60191 0.41986 0.53022 -0.20 -0.17 0.36 0.0236
H -0.47675 -0.54105 1.15120 -0.07 -0.14 0.20 0.0998
Cl -0.01731 0.20240 6.98491 0.14 0.06 0.17 -0.1323
C -0.17916 1.29883 5.62472 -0.46 -0.02 -0.04 0.1055
Cl -1.73890 2.14929 5.71145 0.27 -0.20 -0.13 -0.1249
Cl -0.00404 0.37842 4.12166 -0.08 0.13 -0.13 -0.0842
H 0.59066 2.05227 5.63719 0.19 0.06 0.03 0.2152
C -1.89320 -5.62829 -0.59394 -0.18 0.03 0.73 -0.9876
C -0.81524 -5.66190 -1.64995 -1.04 0.25 -0.23 0.7209
C -0.61035 -4.40640 -2.44581 1.26 0.39 -0.05 -0.3572
O -0.22254 -6.67741 -1.87403 0.72 -0.72 -0.13 -0.5702
H -2.74494 -6.27976 -0.80503 0.19 -0.03 -0.43 0.2393
H -2.29554 -4.63211 -0.41525 0.11 0.02 0.03 0.2371
H -1.46992 -6.04465 0.32672 0.01 0.22 -0.03 0.3648
H -0.46304 -3.55566 -1.77733 -0.61 0.08 -0.04 -0.0854
H -1.42925 -4.25072 -3.13728 -0.24 0.10 0.13 0.0589
H 0.31750 -4.43025 -3.02344 -0.12 -0.46 -0.06 0.3760
C 5.16174 0.39772 0.48969 0.16 0.29 -0.28 -0.7154
C 5.52582 -0.97050 1.02169 1.26 0.01 0.36 0.7121
C 4.84655 -2.14686 0.37058 0.69 -0.32 -0.50 -0.9145
O 6.43685 -1.12952 1.82097 -1.00 0.23 -0.50 -0.5836
H 4.36566 0.32102 -0.24860 -0.16 0.24 0.19 0.1190
H 6.01651 0.85156 -0.02513 0.10 -0.40 -0.01 0.3577
H 4.95332 1.13459 1.26635 -0.33 -0.29 0.17 0.2684
H 4.99642 -2.05910 -0.71523 -0.30 0.20 0.12 0.3445
H 3.78301 -2.21319 0.57017 -0.15 0.09 0.06 0.0954
H 5.37174 -3.06338 0.63657 -0.23 0.01 0.36 0.3454
C 2.51793 4.92611 -2.73925 0.23 -0.02 -1.40 -1.3031
C 2.51098 3.48789 -2.32607 -0.48 0.49 0.92 0.7319
C 1.22941 2.72894 -2.42065 -0.83 -0.30 0.22 -0.4927
O 3.47874 3.02281 -1.78555 0.78 -0.66 0.14 -0.5209
H 2.56618 4.87994 -3.84236 -0.10 0.30 0.19 0.4264
H 3.43129 5.40750 -2.41162 0.03 0.05 0.20 0.3503
H 1.63766 5.51136 -2.49001 -0.15 -0.17 0.18 0.3200
H 1.29757 1.70762 -2.06180 0.48 -0.10 -0.17 0.0111
H 0.76124 2.72536 -3.40542 0.05 0.24 -0.02 0.4336
H 0.53235 3.19734 -1.70931 0.00 0.19 -0.30 0.0827
```
Positions in Å, forces in eV/Å.

Calculated values
E_HOMO: -9.47 eV
E: -150329.64414 eV
orbital gap: 0.3575 hartree